A | Below is a structure of composition C4H13NS, with properties calculated with wB97M-V/def2-TZVPD.

Calculated values
Net charge ... +1
Kohn-Sham gap (alpha / beta) ... 11.201 / 7.199 eV
Molecular weight ... 107.22 g mol⁻¹
Spin multiplicity ... 2

Each line ends with the natural charge from an NBO analysis.
Geometry (Å):
C  -1.778  -0.266  -1.369  -0.6135
C  -1.496  1.236  -1.278  -0.3966
C  -0.077  1.518  -0.732  -0.5804
S  0.140  1.042  0.991  0.3081
H  -1.754  -0.724  -0.376  0.1920
H  -1.035  -0.762  -1.998  0.1923
H  -2.753  -0.457  -1.812  0.2476
H  -1.588  1.686  -2.264  0.2383
H  -2.228  1.714  -0.629  0.2251
H  0.162  2.573  -0.861  0.2653
H  0.638  0.962  -1.348  0.2063
C  1.391  -2.446  1.293  -0.4217
N  1.335  -1.519  0.128  -0.7411
H  1.735  -1.878  2.150  0.2282
H  0.376  -2.777  1.497  0.2290
H  2.025  -3.300  1.086  0.2373
H  2.251  -1.332  -0.286  0.4236
H  0.833  -0.487  0.451  0.3389
H  0.751  -1.925  -0.606  0.4212

---

B | Below is a cluster of 2 separate species, C4H13NS in total, with properties calculated with wB97M-V/def2-TZVPD.

Calculated values
Net charge ... +1
Kohn-Sham gap (alpha / beta) ... 7.630 / 2.491 eV
Molecular weight ... 107.22 g mol⁻¹
Spin multiplicity ... 2

Each line ends with the natural charge from an NBO analysis.
Geometry (Å):
C  -1.222  -2.447  0.177  -0.7699
S  -1.416  -1.474  -1.362  0.8612
C  0.278  -1.115  -1.962  -0.7932
H  -2.225  -2.718  0.452  0.2796
H  -0.539  -3.280  -0.030  0.2830
H  -0.615  -1.815  0.838  0.2847
H  0.916  -0.684  -1.198  0.2802
H  0.188  -0.442  -2.805  0.2785
H  0.746  -2.033  -2.329  0.2859
C  0.131  2.128  2.116  -0.4112
N  1.048  2.579  1.062  -0.6254
C  2.294  1.889  1.115  -0.3921
H  0.478  1.775  3.070  0.2178
H  -0.373  1.229  1.681  0.1218
H  -0.672  2.887  2.196  0.2152
H  0.598  2.657  0.161  0.3588
H  2.083  0.803  0.829  0.1028
H  3.030  2.242  0.409  0.2115
H  2.700  1.839  2.139  0.2108

---

Which structure is the most stable? The one labeled A.

---

A | Below is an isolated molecule of C6H6O, with properties calculated with wB97M-V/def2-TZVPD.

Calculated values
Net charge ... 0
Kohn-Sham gap ... 9.955 eV
Molecular weight ... 94.11 g mol⁻¹

Each line ends with the natural charge from an NBO analysis.
Geometry (Å):
C  -0.337  -2.634  -1.537  -0.1977
C  -0.196  -1.614  -0.910  -0.0373
C  -0.045  -0.387  -0.197  -0.1238
C  -0.748  0.029  0.855  -0.1589
C  -0.282  1.396  1.261  -0.0930
O  0.665  1.775  0.275  -0.5190
C  0.973  0.673  -0.561  -0.0680
H  -0.481  -3.536  -2.091  0.2379
H  0.183  1.390  2.260  0.1790
H  -1.537  -0.521  1.356  0.2253
H  -1.098  2.131  1.279  0.1880
H  0.904  0.977  -1.613  0.1890
H  1.999  0.321  -0.376  0.1785

---

B | Below is an isolated molecule of C6H6O, with properties calculated with wB97M-V/def2-TZVPD.

Calculated values
Net charge ... 0
Kohn-Sham gap ... 11.085 eV
Molecular weight ... 94.11 g mol⁻¹

Each line ends with the natural charge from an NBO analysis.
Geometry (Å):
O  -0.293  -0.726  1.838  -0.6895
C  0.337  -0.942  0.595  0.0386
C  -0.661  -0.860  -0.578  -0.4938
C  -1.183  0.494  -0.791  -0.0026
C  -1.592  1.611  -0.975  -0.2481
C  1.456  -0.009  0.364  -0.0401
C  2.303  0.813  0.131  -0.2217
H  -0.557  0.204  1.871  0.4760
H  0.717  -1.968  0.639  0.2115
H  -1.487  -1.547  -0.364  0.2460
H  -0.165  -1.204  -1.493  0.2426
H  -1.952  2.599  -1.162  0.2409
H  3.049  1.546  -0.086  0.2402

---

C | Below is an isolated molecule of C6H6O, with properties calculated with wB97M-V/def2-TZVPD.

Calculated values
Net charge ... 0
Kohn-Sham gap ... 8.931 eV
Molecular weight ... 94.11 g mol⁻¹

Each line ends with the natural charge from an NBO analysis.
Geometry (Å):
C  -0.184  -0.112  -0.211  -0.1198
C  -0.223  -1.370  0.673  -0.0196
C  0.068  1.207  0.326  -0.4472
C  -1.520  -1.661  0.785  -0.2395
C  -1.436  -1.011  -0.526  -0.1308
C  1.057  0.806  -0.703  0.1200
O  2.291  0.384  -0.303  -0.6818
H  -0.680  2.068  0.154  0.2286
H  0.437  1.156  1.319  0.2200
H  -2.026  -2.400  1.277  0.2299
H  -1.446  -1.503  -1.440  0.1856
H  0.984  1.345  -1.611  0.1820
H  2.678  1.090  0.259  0.4727

---

Which structure is the most stable? The one labeled A.

---

A | Below is a structure of composition C6H6O, with properties calculated with wB97M-V/def2-TZVPD.

Calculated values
Net charge ... 0
Kohn-Sham gap ... 10.296 eV
Molecular weight ... 94.11 g mol⁻¹

Each line ends with the natural charge from an NBO analysis.
Geometry (Å):
C  2.258  1.512  -0.456  -0.2211
C  1.261  0.854  -0.303  -0.0152
C  0.077  0.067  -0.140  -0.1950
C  -1.294  0.631  0.179  -0.4159
C  -0.681  -0.364  1.096  0.1222
O  -0.875  -1.685  0.619  -0.5116
C  -0.108  -1.386  -0.568  -0.0352
H  3.140  2.096  -0.593  0.2367
H  -2.145  0.339  -0.433  0.2232
H  -1.289  1.664  0.515  0.2327
H  -0.485  -0.209  2.153  0.2088
H  0.825  -1.958  -0.582  0.1908
H  -0.682  -1.561  -1.486  0.1796

---

B | Below is a structure of composition C6H6O, with properties calculated with wB97M-V/def2-TZVPD.

Calculated values
Net charge ... 0
Kohn-Sham gap ... 8.342 eV
Molecular weight ... 94.11 g mol⁻¹

Each line ends with the natural charge from an NBO analysis.
Geometry (Å):
C  2.142  0.111  1.254  -0.2975
C  1.546  -0.478  0.357  0.0026
C  0.566  -0.555  -0.673  -0.2784
C  0.250  0.747  -0.329  0.0626
C  -1.171  0.823  0.099  -0.1474
O  -1.610  -0.509  0.175  -0.5122
C  -0.737  -1.314  -0.628  -0.0860
H  2.983  0.553  1.727  0.2335
H  0.899  1.604  -0.462  0.2284
H  -1.405  1.330  1.044  0.2197
H  -1.620  1.388  -0.731  0.1941
H  -1.147  -1.387  -1.648  0.1757
H  -0.695  -2.311  -0.187  0.2050

---

Which structure is the most stable? The one labeled A.

---

A | Below is an isolated molecule of C6H10N2, with properties calculated with wB97M-V/def2-TZVPD.

Calculated values
Net charge ... 0
Kohn-Sham gap ... 9.158 eV
Molecular weight ... 110.16 g mol⁻¹

Each line ends with the natural charge from an NBO analysis.
Geometry (Å):
C  -0.899  1.114  -0.733  -0.4228
C  -1.358  -0.157  -0.117  -0.0739
C  -0.628  -0.477  1.217  -0.0395
C  1.012  -1.056  0.798  -0.4015
C  1.405  0.346  0.260  -0.1442
C  0.571  0.542  -0.968  -0.0001
H  -1.404  1.589  -1.530  0.2153
H  -0.708  1.951  -0.030  0.2141
H  -1.445  -0.979  -0.733  0.1747
H  -3.030  -1.149  1.039  0.3832
H  -0.292  0.246  1.732  0.1483
H  1.486  -1.685  1.576  0.2190
H  1.066  -1.633  -0.158  0.1985
H  1.426  1.259  0.816  0.2044
H  2.602  0.150  -1.680  0.3609
H  0.469  -0.443  -1.473  0.1452
N  -2.114  -0.415  1.024  -0.6034
N  1.842  0.797  -1.037  -0.5783

---

B | Below is a structure of composition C6H10N2, with properties calculated with wB97M-V/def2-TZVPD.

Calculated values
Net charge ... 0
Kohn-Sham gap ... 9.360 eV
Molecular weight ... 110.16 g mol⁻¹

Each line ends with the natural charge from an NBO analysis.
Geometry (Å):
C  -1.438  0.803  -0.992  -0.6379
C  -0.682  0.035  -0.052  0.0674
C  0.311  0.689  1.027  -0.3818
C  1.573  0.894  0.149  -0.4303
C  1.874  -0.608  -0.632  0.0219
C  -1.178  -1.182  0.848  -0.2731
H  -2.398  1.318  -0.671  0.2377
H  -0.740  1.356  -1.560  0.2204
H  -1.739  0.026  -1.927  0.2310
H  0.514  -0.449  1.845  0.1898
H  0.090  1.574  1.699  0.2455
H  2.411  1.161  0.575  0.2051
H  1.152  1.530  -0.682  0.2082
H  2.780  -1.181  -1.038  0.2231
H  -0.983  -1.566  1.764  0.2142
H  -2.155  -1.592  0.471  0.1916
N  1.017  -1.554  -0.386  -0.2895
N  -0.407  -1.255  -0.439  -0.2431

---

C | Below is an isolated molecule of C6H10N2, with properties calculated with wB97M-V/def2-TZVPD.

Calculated values
Net charge ... 0
Kohn-Sham gap ... 9.932 eV
Molecular weight ... 110.16 g mol⁻¹

Each line ends with the natural charge from an NBO analysis.
Geometry (Å):
C  1.694  0.304  -1.160  -0.4413
C  0.915  -0.986  -1.574  -0.2283
C  -1.320  -0.750  -0.090  -0.2628
C  -1.462  0.462  0.845  -0.0710
C  -0.084  1.181  0.892  -0.1016
C  0.780  0.298  0.041  -0.0635
H  2.600  0.335  -0.552  0.2236
H  1.414  1.137  -1.860  0.2262
H  1.339  -1.733  -0.635  0.1573
H  0.986  -1.467  -2.627  0.2259
H  -2.315  -0.847  -0.603  0.1960
H  -1.193  -1.640  0.549  0.1961
H  -2.395  0.884  1.190  0.2066
H  -1.090  0.956  2.768  0.3589
H  -0.202  2.203  1.081  0.2212
H  1.305  -0.616  0.630  0.1759
N  -0.316  -0.221  -0.938  -0.3962
N  -0.657  0.502  2.044  -0.6228

---

D | Below is a structure of composition C6H10N2, with properties calculated with wB97M-V/def2-TZVPD.

Calculated values
Net charge ... 0
Kohn-Sham gap (alpha / beta) ... 8.023 / 7.902 eV
Molecular weight ... 110.16 g mol⁻¹

Each line ends with the natural charge from an NBO analysis.
Geometry (Å):
C  -1.506  -0.188  -1.279  -0.6391
C  1.197  -0.731  0.313  0.3922
C  -0.991  -0.269  0.142  0.0845
N  2.507  -1.086  0.417  -0.8083
C  0.626  0.648  0.567  -0.3419
C  -1.890  -0.236  1.151  -0.3191
C  0.891  1.676  -0.323  -0.3069
N  0.187  -1.484  0.119  -0.4688
H  3.188  -0.353  0.291  0.3883
H  2.736  -1.976  -0.004  0.3981
H  0.591  0.812  1.644  0.2337
H  -2.103  0.716  -1.432  0.2112
H  -2.131  -1.057  -1.496  0.2305
H  -0.687  -0.185  -1.997  0.2233
H  -1.977  0.466  1.971  0.1867
H  -2.659  -0.972  1.354  0.1814
H  0.175  2.033  -1.051  0.1856
H  1.845  2.186  -0.386  0.1686

---

Which structure is the most stable? The one labeled C.

---

A | Below is an isolated molecule of C6H10N2, with properties calculated with wB97M-V/def2-TZVPD.

Calculated values
Net charge ... 0
Kohn-Sham gap ... 9.047 eV
Molecular weight ... 110.16 g mol⁻¹

Each line ends with the natural charge from an NBO analysis.
Geometry (Å):
C  -0.788  0.274  0.382  -0.1794
C  -0.597  1.313  -0.737  -0.2158
C  -0.977  0.725  1.805  -0.6255
N  0.317  0.545  -1.605  -0.6453
C  0.234  -0.818  -1.217  0.4383
C  0.749  -0.438  0.125  -0.0757
C  1.887  -1.122  0.278  -0.4846
N  -0.271  -1.856  -1.752  -0.6397
H  1.237  0.922  -1.827  0.4114
H  -1.609  -0.411  0.135  0.2262
H  -0.219  -2.633  -1.084  0.3439
H  -0.107  2.233  -0.396  0.2030
H  -1.519  1.554  -1.270  0.2003
H  -1.484  1.695  1.860  0.2137
H  -1.600  -0.005  2.337  0.2159
H  -0.032  0.782  2.360  0.2257
H  2.027  -2.133  -0.101  0.1990
H  2.753  -0.627  0.706  0.1886

---

B | Below is an isolated molecule of C6H10N2, with properties calculated with wB97M-V/def2-TZVPD.

Calculated values
Net charge ... 0
Kohn-Sham gap ... 9.807 eV
Molecular weight ... 110.16 g mol⁻¹

Each line ends with the natural charge from an NBO analysis.
Geometry (Å):
C  0.353  1.627  0.127  -0.2773
C  -0.947  0.061  0.510  -0.1914
C  -1.925  -0.914  0.252  -0.4398
C  -0.575  -0.874  -0.458  -0.0433
C  1.804  -0.699  0.538  -0.3055
C  1.319  0.390  -0.365  -0.1405
H  0.750  2.736  -0.355  0.2172
H  0.749  1.855  1.212  0.2173
H  -1.088  1.046  -1.210  0.3350
H  -0.244  0.001  1.388  0.2550
H  -2.508  -1.170  -0.663  0.2728
H  -2.435  -1.926  0.881  0.2236
H  -0.825  -0.389  -1.543  0.1545
H  2.763  -1.231  0.521  0.2207
H  1.635  -0.911  1.655  0.2006
H  2.184  0.485  -1.151  0.2371
N  -1.101  1.434  -0.074  -0.5573
N  0.935  -1.154  -0.548  -0.3787

---

C | Below is an isolated molecule of C6H10N2, with properties calculated with wB97M-V/def2-TZVPD.

Calculated values
Net charge ... 0
Kohn-Sham gap ... 9.044 eV
Molecular weight ... 110.16 g mol⁻¹

Each line ends with the natural charge from an NBO analysis.
Geometry (Å):
C  -1.041  0.150  0.222  0.0636
C  0.131  0.827  0.976  -0.4333
C  1.176  0.717  -0.104  -0.1132
C  2.103  -0.428  -0.204  -0.2554
C  -0.201  -1.084  -0.232  -0.0922
C  -1.599  -1.263  0.027  -0.3473
H  -0.713  1.394  -1.379  0.3624
H  -2.173  1.666  -0.563  0.3710
H  0.404  0.255  1.865  0.2176
H  -0.114  1.858  1.182  0.2201
H  1.450  1.651  -0.635  0.2048
H  2.951  -0.470  -0.874  0.2183
H  2.141  -1.022  0.726  0.1868
H  0.274  -1.554  0.611  0.1645
H  -2.440  -1.309  -0.660  0.2465
H  -1.704  -1.920  0.914  0.2193
N  -1.519  0.963  -0.860  -0.8564
N  0.874  -0.433  -1.014  -0.3772

---

Which structure is the most stable? The one labeled A.

---

A | Below is a cluster of 2 separate species, C6H10N2 in total, with properties calculated with wB97M-V/def2-TZVPD.

Calculated values
Net charge ... 0
Kohn-Sham gap ... 9.721 eV
Molecular weight ... 110.16 g mol⁻¹

Each line ends with the natural charge from an NBO analysis.
Geometry (Å):
C  2.281  -0.730  -0.437  -0.4379
C  -0.883  1.448  0.296  0.0135
C  -1.542  1.030  -0.891  -0.2446
C  -1.962  -0.254  -0.929  -0.1945
C  -1.883  -0.926  0.213  -0.2595
C  -1.348  -0.470  1.460  0.0343
H  1.476  0.714  0.785  0.3719
H  3.246  0.798  0.852  0.3535
H  3.185  -0.950  -0.985  0.1996
H  1.920  -1.689  0.199  0.1784
H  1.576  -0.546  -1.394  0.1876
H  -0.248  2.414  0.246  0.2109
H  -1.802  1.827  -1.642  0.2313
H  -2.248  -0.762  -1.968  0.2301
H  -2.183  -1.975  0.281  0.2126
H  -1.236  -1.271  2.282  0.2121
N  2.296  0.650  0.231  -0.8551
N  -0.645  0.693  1.403  -0.4443

---

B | Below is an isolated molecule of C6H10N2, with properties calculated with wB97M-V/def2-TZVPD.

Calculated values
Net charge ... 0
Kohn-Sham gap ... 9.037 eV
Molecular weight ... 110.16 g mol⁻¹

Each line ends with the natural charge from an NBO analysis.
Geometry (Å):
C  0.807  0.127  0.078  -0.2185
C  0.765  -1.152  -0.796  -0.2060
C  1.830  0.217  1.188  -0.6095
N  -0.580  -1.011  -1.395  -0.6506
C  -1.006  0.244  -0.975  0.4610
C  -0.705  0.173  0.531  -0.1264
C  -1.960  0.386  0.941  -0.3753
N  -1.280  1.283  -1.677  -0.6525
H  -1.203  -1.752  -1.073  0.3866
H  1.055  0.981  -0.574  0.2255
H  -1.336  2.093  -1.044  0.3320
H  0.836  -2.075  -0.209  0.1992
H  1.525  -1.151  -1.583  0.2023
H  2.755  -0.302  0.919  0.2130
H  2.091  1.274  1.337  0.2134
H  1.464  -0.156  2.149  0.2186
H  -2.676  1.049  0.452  0.2006
H  -2.381  -0.227  1.733  0.1865

---

Which structure is the most stable? The one labeled A.